Entry 1:
10 unconnected molecules or ions with the total composition C22H64F3N14O12S, computed with wB97M-V/def2-TZVPD.

Output
E_LUMO: 0.054 Eh
Net charge: -1
Total energy: -88269.4633 eV
Frontier orbital gap: 0.271 Ha
Energy above the lowest of the compared OMol25 structures with the same formula, charge and spin: 46.2 kcal/mol

The geometry in XYZ format:
```
116
C22H64F3N14O12S, DFT wB97M-V/def2-TZVPD
N -1.661 1.011 6.351
H -2.804 -9.101 -3.451
C -7.165 1.198 -1.668
H -1.137 8.603 3.680
H -1.444 -7.196 -4.531
H -2.401 -9.716 -5.173
H 0.861 1.845 -5.492
O -3.037 0.326 7.972
H 4.765 7.693 5.069
O -2.049 1.833 0.982
C 4.234 -5.515 -0.097
H -0.489 -0.076 -9.784
C -2.818 0.739 6.820
F 1.376 0.774 -0.180
N -0.799 8.380 2.755
H 5.563 -6.156 1.289
H 2.200 3.527 -5.898
H 0.858 -4.636 6.700
H -1.416 -7.943 -6.164
H -3.906 -5.740 -5.157
H -0.080 -5.518 -6.483
H -4.090 -9.575 -4.549
H 4.846 9.622 6.419
C -1.322 -5.309 5.080
H -0.192 -7.675 5.530
H -0.550 3.716 -7.057
C 0.348 0.609 -9.648
H -0.229 7.563 2.587
F 0.060 -0.440 1.005
H -0.507 9.365 -0.213
H 2.086 8.522 6.402
C 0.737 -5.719 6.736
O -1.109 10.387 1.983
H 5.921 -2.016 -7.348
H 1.322 -6.249 5.984
C 5.774 -0.915 -5.690
O -0.584 3.065 -0.545
H 4.228 -7.232 0.865
S -0.683 2.116 0.570
O 6.848 -0.497 -5.814
N 4.880 -0.618 -4.856
H 4.363 -1.456 -4.633
H 1.000 3.243 -8.858
C -3.075 -9.180 -4.504
O -0.119 1.462 -8.627
N -6.532 2.192 -1.160
H 3.228 6.779 5.418
H 5.072 0.110 -4.182
N -0.864 -7.407 6.235
N 5.366 -5.486 0.559
H 4.341 -1.949 -6.529
C 0.822 2.408 -8.182
H -6.554 3.000 -1.766
C 3.175 8.496 6.383
O -3.233 -7.894 -5.169
H 1.074 6.408 6.857
N -0.399 8.788 0.609
N 3.737 -6.670 0.185
H -1.389 -5.776 7.284
C 1.404 4.109 -6.363
H 0.981 4.774 -5.611
C 0.137 0.412 0.052
F -0.522 -0.068 -0.984
H 2.928 8.487 8.454
H 5.985 -4.750 0.249
H 1.239 0.029 -9.408
H -0.419 7.812 0.352
C 3.344 7.792 7.725
H 1.664 1.746 -7.981
O -2.735 -5.306 4.837
N 3.848 9.772 6.376
C -0.851 9.208 1.765
C -0.977 -5.089 -6.038
H -0.773 -5.747 4.246
O 3.886 -4.672 -0.916
C -2.181 -5.908 -6.017
N -6.973 0.077 -1.001
C -0.818 -6.005 6.384
H -0.608 -5.028 -5.014
H -3.461 1.303 5.039
H -0.916 -4.298 5.061
C 0.369 3.145 -6.928
N 5.340 -1.801 -6.551
C -1.985 -7.328 -5.467
H -4.693 0.835 6.295
H 0.542 1.203 -10.542
H 2.825 -6.956 -0.142
H 3.322 8.101 4.186
H 4.428 7.735 7.825
H -7.604 -0.670 -1.255
H 3.680 10.232 5.493
H -2.589 -6.000 -7.024
H 1.182 -6.213 7.600
N -0.010 2.182 -5.877
H -2.895 -6.141 2.793
C 1.394 6.463 7.898
H -0.377 -7.757 7.047
H 0.854 7.328 8.284
H -5.881 2.055 -0.400
H 1.599 4.771 -7.206
H -6.630 -0.033 -0.058
N -3.085 -5.152 -5.136
N -3.774 0.830 5.874
H -0.162 2.859 -5.144
H -4.217 -5.320 3.371
O 0.064 2.572 1.745
H -0.907 0.815 6.994
H -0.895 -4.037 -6.313
C 3.679 7.734 5.148
O 2.830 6.510 8.088
O -7.812 1.283 -2.715
C -3.130 -5.307 3.455
H 0.910 5.602 8.358
H -2.745 -4.417 2.958
H -2.806 -5.182 -4.165
H -1.449 1.286 5.402
```

Results of the Löwdin charge analysis, in e, for atoms 1 through 4: atom 1 (N): 0.17, atom 2 (H): 0.09, atom 3 (C): -0.79, atom 4 (H): 0.12



Entry 2:
11 unconnected molecules or ions with the total composition C22H64F6O10P, computed with wB97M-V/def2-TZVPD.

Output
E_LUMO: 0.080 Eh
Net charge: -1
Total energy: -69925.6291 eV
Frontier orbital gap: 0.377 Ha

The geometry in XYZ format:
```
103
C22H64F6O10P, DFT wB97M-V/def2-TZVPD
H 4.169 -4.241 -0.612
H 4.429 -0.288 -4.081
C 2.240 5.397 0.542
C -4.396 5.832 4.294
H 7.877 -1.261 1.999
C -3.772 -2.170 3.023
H 2.315 4.876 2.628
O -4.068 3.619 5.123
P 0.178 -0.707 -1.783
O -3.704 -4.010 1.571
C -2.360 -4.255 3.471
H 2.019 -1.620 5.079
H -5.164 0.868 -2.782
H -6.790 1.182 -3.395
H -5.819 0.917 -0.441
H 3.119 0.570 5.264
C -4.215 -3.435 -5.267
F -1.150 -1.613 -1.509
H -4.255 -5.602 -4.766
H -2.153 -4.067 4.524
H 3.239 5.032 0.303
F 1.365 0.354 -1.994
H 2.091 0.623 3.842
O 7.061 0.343 0.008
C -6.575 0.896 -1.226
C -3.661 -3.737 2.938
F -0.375 -0.154 -3.241
C 2.084 0.512 4.926
H -2.896 -1.695 2.581
H 7.092 2.166 -5.705
C 1.451 -0.765 5.446
C -2.882 4.071 3.208
H 1.576 4.591 0.230
C 4.542 0.916 -6.280
H 3.788 -5.864 -1.192
C 2.158 5.781 2.040
H -3.124 -3.348 1.188
H -4.935 6.131 5.194
C 6.237 0.017 1.098
F -0.686 0.461 -1.077
H -3.586 -2.558 -5.115
H 2.016 6.219 -1.099
H 1.228 6.258 2.349
O 1.386 -0.724 6.852
H -3.691 3.796 2.531
H -1.530 -3.783 2.945
H 2.836 -7.412 1.018
H 6.366 0.846 1.793
H 2.119 -1.173 7.279
H 2.091 -5.285 0.574
H -4.691 -1.779 2.587
H -4.285 -3.604 -6.341
H 1.502 1.364 5.278
F 0.810 -1.198 -0.305
H -8.439 1.483 -1.313
O 1.947 6.538 -0.196
H 0.737 5.068 -5.026
H 3.579 1.328 -5.978
H -5.858 2.460 -2.512
H -2.483 4.992 5.085
H -1.991 -3.994 -4.069
C 6.912 1.099 -5.573
C 5.492 0.900 -5.092
O -2.303 -4.757 -4.561
H 5.189 0.000 0.800
H 0.455 -0.909 5.028
O 5.311 -0.339 -4.456
C 4.114 -5.291 -0.324
H 6.592 0.105 -0.795
H 6.267 -1.667 2.577
O 1.200 4.711 -4.269
H -2.315 -5.337 3.352
H -4.820 3.359 4.586
C -7.135 -0.549 -1.323
H 4.424 -0.125 -6.583
H 7.695 0.996 -4.821
H -4.524 -4.201 3.414
C -3.370 4.664 4.544
H -3.784 -1.883 4.074
C -3.723 -4.694 -4.482
H -3.965 -4.573 -3.426
H -6.438 -1.379 -1.443
H 3.079 6.295 2.313
H -7.581 -0.921 -0.401
H 5.311 1.701 -4.375
H 3.322 -4.810 1.634
C 3.125 -5.516 0.828
H -5.210 -3.130 -4.943
O 3.379 -6.743 1.442
C 6.825 -1.292 1.718
H -2.213 3.222 3.351
O -7.667 1.751 -0.809
H 7.264 0.429 -6.357
H 6.703 -2.054 0.949
H 0.674 3.959 -3.998
H 5.146 -5.504 -0.044
H -2.348 4.801 2.599
H -7.887 -0.728 -2.091
F 0.939 -2.030 -2.462
H -5.209 5.616 3.600
C -6.095 1.399 -2.583
H -3.821 6.707 3.993
H 4.884 1.546 -7.101
```

Results of the Löwdin charge analysis, in e, for atoms 1 through 4: atom 1 (H): 0.07, atom 2 (H): 0.09, atom 3 (C): -0.34, atom 4 (C): -0.06



> Which of these has the highest frontier orbital gap?

C22H64F6O10P